1.
Here is a structure of composition C24H13F5N2O3SSn from the OMol25 dataset. Energies are from wB97M-V/def2-TZVPD.

The geometry in ORCA input format:
```
! RIJCOSX wB97M-V def2-TZVPD def2/J DEFGRID3
* xyz 2 1
Sn -0.102 0.350 -2.292
C -0.722 4.345 -1.594
O -0.906 3.115 -0.846
C -1.973 2.975 -0.095
C -3.023 3.893 -0.021
C -4.099 3.615 0.790
C -4.197 2.434 1.573
C -3.190 1.531 1.536
C -2.052 1.772 0.699
N -1.019 0.946 0.612
N -0.874 -0.050 1.361
C -0.868 -1.311 1.178
C -1.293 -1.815 -0.187
O -1.517 -0.960 -1.072
C -1.380 -3.212 -0.378
C -1.034 -4.049 0.637
C -0.560 -3.618 1.929
C -0.191 -4.551 2.892
C 0.275 -4.128 4.130
C 0.372 -2.773 4.409
C 0.002 -1.827 3.459
C -0.460 -2.246 2.221
H -1.516 4.456 -2.331
H 0.236 4.238 -2.088
H -0.699 5.189 -0.908
H -2.998 4.811 -0.587
H -4.906 4.336 0.840
H -5.064 2.279 2.198
H -3.214 0.633 2.139
H -1.703 -3.581 -1.341
H -1.100 -5.119 0.470
H -0.268 -5.608 2.670
H 0.564 -4.856 4.875
H 0.737 -2.446 5.373
H 0.077 -0.771 3.684
F 6.887 0.911 -2.563
C 5.680 0.468 -2.279
C 4.564 1.171 -2.712
F 4.696 2.287 -3.410
C 3.314 0.682 -2.400
F 2.223 1.380 -2.829
C 3.114 -0.479 -1.676
S 1.522 -1.123 -1.270
C 4.248 -1.162 -1.252
F 4.115 -2.279 -0.545
C 5.519 -0.700 -1.547
F 6.580 -1.365 -1.131
O -2.026 1.149 -6.705
C -1.772 1.065 -5.616
*
```

Its energy above the lowest of the compared OMol25 structures with the same formula, charge and spin is 0.0 kcal per mole. Its orbital gap is 5.40 eV. For the HOMO energy, the calculation gives -14.07 eV.

Here are the natural (NBO) charges for atoms 1 to 2, given in e: atom 1 (Sn): 1.309, atom 2 (C): -0.268


2.
Here is a cluster of 2 separate species, C22H45N2O4P in total at a distorted geometry from the OMol25 dataset. Energies are from wB97M-V/def2-TZVPD.

The geometry in ORCA input format:
```
! RIJCOSX wB97M-V def2-TZVPD def2/J DEFGRID3
* xyz 0 1
C 6.579 1.949 0.805
C 5.883 3.228 1.259
C 4.328 3.174 1.400
C 3.652 1.871 0.987
C 3.696 0.832 2.109
C 3.245 -0.577 1.698
C 3.977 -1.130 0.482
C 3.563 -2.592 0.143
C 2.627 -2.641 -1.075
C 1.158 -2.487 -0.652
C 0.337 -1.626 -1.586
C 0.725 -0.156 -1.581
C -0.226 0.636 -2.525
C -1.086 1.671 -1.781
C -2.595 1.417 -1.959
C -3.340 1.673 -0.642
C -4.790 2.065 -0.839
C -5.537 2.168 0.485
C -5.341 0.932 1.356
C -4.121 0.793 2.132
N -3.690 -0.409 2.147
C -4.495 -1.316 1.326
P -5.250 -2.847 2.033
O -5.950 -3.519 0.935
C -5.645 -0.481 0.725
H 7.627 2.168 0.619
H 6.195 1.575 -0.135
H 6.546 1.161 1.547
H 6.296 3.486 2.229
H 6.139 4.008 0.550
H 3.923 3.966 0.776
H 4.072 3.385 2.435
H 4.036 1.485 0.053
H 2.593 2.062 0.818
H 3.000 1.199 2.863
H 4.669 0.788 2.591
H 3.461 -1.236 2.536
H 2.167 -0.560 1.548
H 3.740 -0.530 -0.387
H 5.043 -1.029 0.682
H 4.472 -3.160 -0.034
H 3.052 -2.991 1.013
H 2.750 -3.615 -1.536
H 2.929 -1.908 -1.815
H 0.716 -3.481 -0.688
H 1.084 -2.154 0.382
H -0.700 -1.672 -1.237
H 0.381 -1.997 -2.605
H 1.738 0.010 -1.938
H 0.635 0.281 -0.586
H -0.908 -0.082 -2.967
H 0.326 1.073 -3.350
H -0.890 2.657 -2.192
H -0.880 1.635 -0.715
H -2.756 0.373 -2.207
H -3.012 2.005 -2.771
H -2.834 2.501 -0.147
H -3.255 0.739 -0.085
H -5.317 1.389 -1.506
H -4.810 3.031 -1.334
H -6.601 2.236 0.276
H -5.298 3.093 1.001
H -6.101 1.053 2.141
H -3.610 1.580 2.657
H -2.842 -0.687 2.631
H -3.868 -1.678 0.510
H -4.254 -3.692 2.563
H -6.177 -2.475 3.032
H -6.593 -0.751 1.158
H -5.595 -0.453 -0.349
N 0.252 -4.361 -3.858
O -0.727 -4.443 -4.620
O 1.227 -3.638 -4.160
O 0.255 -4.977 -2.768
*
```

Its energy above the lowest of the compared OMol25 structures with the same formula, charge and spin is 0.0 kcal per mole. Its orbital gap is 3.36 eV. For the HOMO energy, the calculation gives -6.08 eV.

Here are the Löwdin charges for atoms 1 to 2, given in e: atom 1 (C): -0.118, atom 2 (C): -0.235


3.
Here is a cluster of 2 separate species, C5H9FO5S in total from the OMol25 dataset. Energies are from wB97M-V/def2-TZVPD.

The geometry in ORCA input format:
```
! RIJCOSX wB97M-V def2-TZVPD def2/J DEFGRID3
* xyz 0 1
O -1.729 0.411 -0.728
C -0.555 0.270 -0.636
O 0.090 0.128 0.535
C 1.502 0.241 0.347
C 1.773 -0.221 -1.089
C 0.450 0.117 -1.782
S 0.547 1.614 -2.744
O -0.025 2.693 -2.015
O 1.834 1.699 -3.345
F -0.442 1.220 -3.885
H 1.810 1.273 0.527
H 2.038 -0.396 1.051
H 1.873 -1.305 -1.099
H 2.665 0.258 -1.479
H 0.045 -0.691 -2.389
C -2.128 -1.206 3.453
O -1.464 -1.788 2.341
H -2.221 -1.980 4.212
H -1.558 -0.372 3.872
H -3.129 -0.856 3.187
H -1.375 -1.110 1.663
*
```

Its energy above the lowest of the compared OMol25 structures with the same formula, charge and spin is 0.0 kcal per mole. Its orbital gap is 10.59 eV. For the HOMO energy, the calculation gives -10.18 eV. As for the SMILES: O=C1OCC[C@@H]1S(=O)(=O)F.CO.

Here are the natural (NBO) charges for atoms 1 to 2, given in e: atom 1 (O): -0.521, atom 2 (C): 0.795


4.
Here is a structure of composition C21H47GdOP3S at a distorted geometry from the OMol25 dataset. Energies are from wB97M-V/def2-TZVPD.

The geometry in ORCA input format:
```
! RIJCOSX wB97M-V def2-TZVPD def2/J DEFGRID3
* xyz 3 8
Gd 0.449 0.454 0.062
P 1.468 -2.173 -0.357
P 1.637 1.812 -2.111
P -1.090 -0.748 -2.118
H -1.510 -0.277 4.233
C -2.372 -0.936 4.067
C -2.263 -2.097 3.400
H -1.297 -2.432 2.997
C 2.660 -2.599 0.968
C 2.505 -2.478 -1.840
C 0.403 -3.661 -0.318
C 0.837 3.428 -2.448
C 3.377 2.367 -1.940
C 1.723 1.102 -3.797
C -2.485 -1.760 -1.483
C -0.583 -1.766 -3.556
C -2.025 0.583 -2.967
H -3.328 -0.597 4.482
H -3.118 -2.760 3.242
H 2.291 -2.283 1.955
H 3.631 -2.117 0.789
H 2.796 -3.690 0.972
H 3.261 -1.685 -1.921
H 1.900 -2.476 -2.755
H 3.012 -3.448 -1.735
H -0.326 -3.562 0.498
H 1.039 -4.536 -0.125
H -0.140 -3.800 -1.260
H 1.341 3.930 -3.286
H 0.908 4.059 -1.552
H -0.224 3.282 -2.687
H 3.678 2.914 -2.844
H 4.038 1.501 -1.807
H 3.483 3.020 -1.065
H 2.367 1.741 -4.418
H 0.732 1.032 -4.260
H 2.162 0.097 -3.753
H -3.304 -1.705 -2.213
H -2.840 -1.377 -0.518
H -2.173 -2.803 -1.355
H -1.436 -1.854 -4.243
H -0.280 -2.769 -3.234
H 0.252 -1.294 -4.087
H -2.822 0.103 -3.553
H -1.375 1.161 -3.638
H -2.477 1.261 -2.233
C -3.493 1.446 0.892
C -4.012 2.550 0.188
C -5.360 2.883 0.303
C -6.206 2.146 1.142
C -5.684 1.078 1.882
C -4.340 0.734 1.773
S -1.867 0.942 0.669
H -0.371 1.930 0.887
H -3.339 3.135 -0.438
H -5.757 3.726 -0.261
H -7.263 2.404 1.221
H -6.328 0.514 2.553
H -3.913 -0.062 2.376
C 4.462 0.495 2.201
C 3.345 0.992 1.306
O 2.007 0.627 1.775
C 1.728 0.801 3.230
C 1.892 -0.507 3.969
H 4.439 0.983 3.181
H 5.417 0.748 1.729
H 4.436 -0.594 2.320
H 3.446 0.549 0.303
H 3.372 2.086 1.202
H 2.411 1.569 3.604
H 0.697 1.168 3.276
H 2.902 -0.920 3.842
H 1.745 -0.333 5.041
H 1.153 -1.254 3.646
*
```

Its energy above the lowest of the compared OMol25 structures with the same formula, charge and spin is 0.0 kcal per mole. Its orbital gap (spin up / spin down) is 7.08 / 4.32 eV. The expectation value of S² is 16.1124. For the HOMO energy (spin up / spin down), the calculation gives -16.03 / -17.24 eV.

Here are the Löwdin charges for atoms 1 to 2, given in e: atom 1 (Gd): 0.815, atom 2 (P): 0.712


5.
Here is a structure of composition C46H64GeN2OS3Sb2Ti from the OMol25 dataset. Energies are from wB97M-V/def2-TZVPD.

The geometry in ORCA input format:
```
! RIJCOSX wB97M-V def2-TZVPD def2/J DEFGRID3
* xyz 0 3
Ti 0.072 1.198 0.232
C 1.015 0.723 3.217
N -0.072 1.491 2.556
C 0.114 2.949 2.729
C 1.346 3.429 2.002
N 1.161 3.330 0.531
C 2.511 3.343 -0.092
C 0.395 4.490 0.058
C 0.905 5.777 0.200
C 0.190 6.879 -0.233
C -1.060 6.698 -0.814
C -1.569 5.423 -0.968
C -0.847 4.302 -0.542
S -1.500 2.705 -0.837
C -1.333 1.071 3.168
C -1.643 1.423 4.476
C -2.814 0.980 5.066
C -3.677 0.164 4.341
C -3.364 -0.198 3.044
C -2.187 0.250 2.438
S -1.789 -0.239 0.800
H 0.756 -0.335 3.180
H 1.117 1.038 4.261
H 1.956 0.842 2.690
H 0.205 3.208 3.789
H -0.775 3.450 2.337
H 2.214 2.828 2.273
H 1.564 4.459 2.292
H 3.095 4.199 0.256
H 2.412 3.413 -1.172
H 3.027 2.421 0.161
H 1.876 5.931 0.656
H 0.604 7.871 -0.118
H -1.632 7.552 -1.153
H -2.533 5.268 -1.434
H -0.964 2.043 5.048
H -3.052 1.265 6.081
H -4.594 -0.192 4.791
H -4.028 -0.836 2.476
C 2.133 -5.141 1.909
Sb 1.172 -3.295 1.341
C 1.896 -3.437 -0.677
C -0.794 -4.231 1.071
C -0.854 -5.041 -0.177
C -0.357 -6.347 -0.163
C -0.260 -7.109 -1.316
C -0.682 -6.573 -2.524
C -1.221 -5.297 -2.543
C -1.326 -4.518 -1.389
C -1.998 -3.187 -1.492
Sb -0.850 -1.420 -2.021
C -0.094 -2.183 -3.879
C -2.649 -0.507 -2.750
H 3.200 -4.961 2.047
H 2.006 -5.900 1.138
H 1.719 -5.504 2.850
H 1.390 -4.237 -1.220
H 2.963 -3.660 -0.625
H 1.776 -2.482 -1.189
H -1.542 -3.441 1.122
H -0.910 -4.862 1.954
H -0.038 -6.770 0.782
H 0.133 -8.116 -1.271
H -0.614 -7.150 -3.437
H -1.591 -4.889 -3.478
H -2.516 -2.902 -0.576
H -2.745 -3.232 -2.286
H -0.914 -2.489 -4.530
H 0.547 -3.042 -3.680
H 0.491 -1.414 -4.381
H -3.063 -1.108 -3.561
H -2.471 0.508 -3.100
H -3.359 -0.472 -1.924
C 10.335 -3.791 1.273
C 8.993 -3.109 1.208
O 8.734 -2.089 1.784
S 7.822 -3.997 0.188
C 6.434 -2.898 0.225
C 6.073 -2.217 -0.930
C 4.971 -1.379 -0.924
C 4.224 -1.201 0.243
C 4.604 -1.884 1.402
C 5.695 -2.734 1.391
C 3.053 -0.381 0.237
C 2.001 0.235 0.251
H 10.735 -3.687 2.279
H 11.007 -3.283 0.580
H 10.275 -4.842 0.995
H 6.651 -2.349 -1.835
H 4.669 -0.866 -1.829
H 4.022 -1.753 2.306
H 5.981 -3.268 2.287
C -0.056 5.415 -6.743
C 0.268 5.275 -5.261
C 0.471 3.821 -4.844
C 0.829 3.686 -3.362
Ge 0.702 1.831 -2.699
C 2.426 0.878 -2.986
C 3.244 1.247 -4.237
C 2.993 0.327 -5.432
C 1.650 0.541 -6.120
H -0.209 6.457 -7.025
H -0.964 4.863 -6.997
H 0.754 5.018 -7.359
H -0.538 5.706 -4.659
H 1.168 5.848 -5.019
H 1.254 3.379 -5.465
H -0.441 3.256 -5.065
H 0.154 4.313 -2.779
H 1.838 4.069 -3.184
H -0.422 1.145 -3.500
H 2.182 -0.190 -2.988
H 3.012 1.033 -2.082
H 4.306 1.192 -3.980
H 3.072 2.288 -4.534
H 3.072 -0.710 -5.089
H 3.792 0.465 -6.166
H 0.819 0.508 -5.413
H 1.470 -0.223 -6.878
H 1.614 1.513 -6.615
*
```

Its orbital gap (spin up / spin down) is 6.72 / 6.36 eV. The expectation value of S² is 2.0104. For the HOMO energy (spin up / spin down), the calculation gives -6.60 / -7.49 eV.

Here are the Löwdin charges for atoms 1 to 2, given in e: atom 1 (Ti): 0.329, atom 2 (C): -0.051


6.
Here is an isolated molecule of C14H20N2O2 at a distorted geometry from the OMol25 dataset. Energies are from wB97M-V/def2-TZVPD.

The geometry in ORCA input format:
```
! RIJCOSX wB97M-V def2-TZVPD def2/J DEFGRID3
* xyz 0 1
O -0.247 -3.494 -1.327
O -0.320 2.601 0.665
N 1.856 -0.792 -0.394
C 0.763 -2.851 -1.106
C -0.808 1.500 0.423
C 1.508 0.394 0.012
C 0.059 0.453 0.007
C -0.426 -0.738 -0.424
N 0.733 -1.510 -0.654
C 2.096 -3.616 -1.342
C 3.863 1.916 2.638
C -2.545 0.967 -1.984
C -4.232 -0.062 -0.400
C 2.597 1.283 0.566
C -2.322 1.261 0.518
C -1.915 -1.049 -0.550
C 2.734 1.052 2.063
C -2.750 0.284 -0.601
H 1.966 -4.663 -1.581
H 2.727 -3.532 -0.443
H 2.610 -3.063 -2.133
H 3.803 2.009 3.720
H 3.833 2.896 2.158
H 4.825 1.494 2.356
H -2.899 0.281 -2.785
H -3.087 1.930 -2.103
H -1.529 1.166 -2.244
H -4.534 -0.634 -1.245
H -4.365 -0.584 0.529
H -4.862 0.850 -0.435
H 3.535 1.049 0.062
H 2.307 2.321 0.399
H -2.832 2.217 0.445
H -2.473 0.739 1.437
H -2.252 -1.692 0.273
H -2.133 -1.682 -1.392
H 1.816 1.340 2.585
H 2.898 -0.041 2.286
*
```

Its energy above the lowest of the compared OMol25 structures with the same formula, charge and spin is 27.8 kcal per mole. Its orbital gap is 9.95 eV. For the HOMO energy, the calculation gives -9.56 eV. As for the SMILES: CCCc1nn(C(C)=O)c2c1C(=O)CC(C)(C)C2.

Here are the natural (NBO) charges for atoms 1 to 2, given in e: atom 1 (O): -0.567, atom 2 (O): -0.560